# 1
This record from the OMol25 dataset describes C35H43BBrF5N9ORhSi as an isolated structure. The level of theory is wB97M-V/def2-TZVPD.

The geometry in XYZ format:
```
97
Properties=species:S:1:pos:R:3:forces:R:3:mulliken_spin:R:1
Rh 0.383233 0.170874 0.222617 0.339 -0.272 -0.452 2.52
C -1.423148 -3.812113 1.122215 0.060 -0.024 0.011 0.00
C -1.509537 -2.505656 0.654590 -0.049 0.057 -0.033 0.00
N -0.297497 -1.967278 0.522134 0.101 0.153 0.192 0.07
N 0.587486 -2.914185 0.913913 0.022 -0.064 -0.168 0.00
C -0.066148 -4.026247 1.277890 -0.029 0.002 0.008 0.02
B 2.101575 -2.603705 1.097703 0.110 -0.029 0.115 -0.06
N 2.706112 -1.905884 -0.150236 0.028 0.095 -0.076 0.00
C 3.833976 -2.282789 -0.784533 -0.029 -0.039 0.045 0.01
C 4.098039 -1.380059 -1.789858 0.010 -0.036 0.015 0.00
C 3.053173 -0.460598 -1.704227 0.043 0.074 -0.017 0.00
N 2.223322 -0.778249 -0.717483 -0.110 0.051 0.075 0.09
N 2.196045 -1.645833 2.317759 -0.043 0.078 -0.054 -0.03
C 2.495260 -1.823937 3.617634 -0.007 -0.061 0.066 0.00
C 2.288071 -0.634094 4.283470 -0.012 -0.044 0.003 0.00
C 1.822954 0.232432 3.292756 -0.037 0.014 -0.036 -0.01
N 1.756412 -0.386529 2.119523 0.102 0.041 0.051 0.14
N 2.872713 -3.901101 1.285379 -0.400 -0.191 0.044 0.00
C 3.849265 -4.317336 2.132043 0.228 0.165 -0.058 0.00
C 4.200407 -5.595901 1.786499 0.033 0.038 -0.010 0.00
C 3.372726 -5.893379 0.688310 0.011 -0.049 -0.057 0.00
N 2.584953 -4.880474 0.385699 0.019 -0.003 0.063 0.00
H -2.220986 -4.508297 1.312164 0.001 0.018 0.001 0.00
H -2.381504 -1.921155 0.413120 0.027 -0.064 0.017 0.01
H 0.475894 -4.896259 1.604172 -0.039 -0.001 -0.015 0.00
H 4.361543 -3.171248 -0.484605 0.020 0.007 -0.031 0.00
H 4.919989 -1.395782 -2.483480 -0.017 0.015 -0.001 0.00
H 2.866332 0.406680 -2.316212 0.013 -0.033 0.024 0.00
H 2.807235 -2.776648 4.004812 0.030 -0.023 -0.029 0.00
H 2.456997 -0.434290 5.327281 -0.005 0.013 -0.013 0.00
H 1.531732 1.268388 3.369079 0.018 -0.004 0.039 0.01
H 4.295065 -3.668195 2.864647 -0.078 0.025 0.043 0.00
H 4.954857 -6.209882 2.246693 -0.023 -0.008 -0.005 0.00
H 3.322090 -6.799048 0.104699 0.009 -0.004 0.012 0.00
C -1.506667 -0.348739 -4.714723 0.000 0.000 -0.014 0.03
C -1.164682 -0.954824 -3.393306 0.037 0.002 0.075 0.52
C 0.238132 -1.433078 -3.204471 -0.008 -0.040 -0.068 0.10
C -2.199063 -1.875288 -2.835289 0.028 -0.043 -0.025 0.05
Si -1.154034 1.094460 -1.699276 0.053 -0.147 0.031 0.23
C -0.496237 2.516980 -2.841255 0.056 0.149 0.061 0.06
C -0.167435 3.704306 -1.902104 -0.014 -0.008 -0.057 0.03
C -1.396572 3.075657 -3.947103 0.010 0.009 -0.015 0.02
C 0.859721 2.111146 -3.436656 0.007 -0.020 0.028 0.04
C -3.045995 1.269110 -1.409361 -0.155 0.158 0.088 0.09
C -3.101121 2.611946 -0.635526 0.039 -0.032 -0.030 0.05
C -4.008329 1.371537 -2.597156 0.074 -0.011 -0.037 0.02
C -3.578856 0.193508 -0.455719 0.035 -0.035 -0.039 0.02
H -1.558557 -1.173421 -5.441458 -0.009 0.014 -0.007 0.00
H -0.755431 0.346076 -5.081087 0.002 0.005 0.004 0.01
H -2.484359 0.131403 -4.716216 -0.003 0.011 0.001 0.01
H 0.377035 -2.299565 -3.869423 0.005 0.002 0.007 0.02
H 0.427858 -1.771278 -2.186959 -0.032 -0.001 -0.037 -0.04
H 0.990495 -0.699332 -3.484023 -0.032 -0.005 0.009 0.01
H -2.161542 -2.795554 -3.437426 -0.010 0.001 0.007 0.01
H -3.212000 -1.490264 -2.914683 -0.024 0.032 -0.011 0.00
H -1.980914 -2.170318 -1.812062 0.004 0.011 0.023 -0.02
H -1.051980 4.220596 -1.535336 -0.029 -0.026 0.032 0.00
H 0.420494 4.431704 -2.471359 -0.030 0.015 -0.004 0.00
H 0.437179 3.405199 -1.049983 0.055 -0.033 0.043 0.00
H -2.284379 3.561745 -3.542502 0.026 0.000 0.015 0.00
H -1.720431 2.329382 -4.668090 -0.007 -0.046 -0.023 0.00
H -0.841527 3.841804 -4.498350 0.001 -0.002 0.000 0.00
H 1.563992 1.856946 -2.640405 -0.029 0.000 -0.019 0.00
H 1.279901 2.962301 -3.980878 0.006 -0.001 0.002 0.00
H 0.809887 1.274749 -4.131191 -0.021 0.007 0.000 -0.01
H -2.980543 3.468674 -1.296235 0.002 0.008 -0.014 0.00
H -2.351718 2.677935 0.162275 -0.002 -0.018 -0.006 -0.02
H -4.081787 2.699291 -0.158447 -0.001 0.005 0.006 0.00
H -3.709958 2.119433 -3.328474 -0.018 -0.030 0.037 0.00
H -5.000474 1.650698 -2.228375 -0.007 -0.006 0.004 0.00
H -4.121052 0.421138 -3.117201 0.002 -0.047 -0.010 0.00
H -2.958720 0.099524 0.437142 0.015 0.053 0.002 0.00
H -3.645875 -0.783653 -0.934287 -0.007 0.049 0.031 0.00
H -4.589245 0.467448 -0.136159 -0.006 0.002 0.010 0.00
Br 3.359045 6.249219 1.884492 0.009 0.018 0.001 0.00
C 2.552930 4.602664 1.489093 -0.017 -0.005 0.017 0.00
C 3.291732 3.587133 0.905845 0.020 -0.043 0.000 0.00
C 2.653679 2.388685 0.636264 0.012 -0.010 0.017 0.03
N 1.362215 2.184665 0.895497 -0.259 0.058 0.015 -0.02
C 0.660600 3.171486 1.462189 0.043 0.045 -0.030 0.00
C 1.212938 4.395813 1.784743 0.020 -0.016 -0.002 0.00
H 4.339152 3.714906 0.674027 -0.007 0.005 0.000 0.00
H 3.191646 1.552764 0.205319 0.008 0.008 -0.001 0.01
H -0.385380 2.964899 1.653235 0.023 0.024 -0.018 0.00
H 0.613396 5.168171 2.244477 0.001 -0.001 -0.004 0.00
F -3.423260 0.162643 6.801243 -0.082 -0.019 0.168 0.04
C -2.871063 0.298157 5.625255 0.031 0.012 -0.075 0.28
C -3.094607 1.478768 4.897646 0.050 -0.050 -0.031 -0.03
F -3.858066 2.416728 5.427007 -0.043 0.084 0.000 -0.01
C -2.512850 1.619618 3.674904 0.016 -0.115 0.074 0.13
F -2.685931 2.715307 2.963144 -0.051 0.158 -0.050 0.02
C -1.677386 0.586927 3.094341 0.036 0.057 0.061 0.16
O -1.160199 0.762091 1.980368 -0.237 -0.003 0.050 0.28
C -1.486273 -0.606424 3.893972 -0.071 0.103 0.009 0.14
F -0.734165 -1.566791 3.419704 0.101 -0.132 -0.064 0.02
C -2.068991 -0.734074 5.122962 0.003 0.036 -0.029 -0.05
F -1.893009 -1.814959 5.861241 0.031 -0.086 0.020 -0.01
```
Positions in Å, forces in eV/Å.

molar mass: 922.49 g mol⁻¹
<S²>: 8.797
2S+1: 6
LUMO (spin up / spin down): -0.0825 / -0.1966 Ha
E_HOMO (spin up / spin down): -0.3611 / -0.4134 hartree
charge: +1

# 2
This record from the OMol25 dataset describes C2H4O2S as an isolated structure. The level of theory is wB97M-V/def2-TZVPD.

The geometry in XYZ format:
```
9
Properties=species:S:1:pos:R:3:forces:R:3:mulliken_spin:R:1
C -0.246773 -0.264386 -0.156126 0.196 -0.372 0.119 0.24
C 0.977449 0.580456 -0.053569 2.528 -1.716 -3.523 0.00
O -1.657064 0.516368 0.774908 -1.401 0.942 1.448 0.58
O -0.201700 -1.541774 0.246416 1.339 0.326 -0.044 0.01
S -1.836013 0.141314 -0.758952 0.339 0.592 -0.935 1.14
H 1.935402 -0.107753 0.137168 -1.988 1.385 -0.865 0.02
H 1.043785 1.287661 0.694963 -0.709 1.227 1.972 0.01
H 1.086077 1.244629 -1.027235 0.004 -1.708 1.729 0.00
H -1.101160 -1.856519 0.142423 -0.309 -0.677 0.097 0.01
```
Positions in Å, forces in eV/Å.

molar mass: 92.12 g mol⁻¹
<S²>: 2.012
2S+1: 3
LUMO (spin up / spin down): 0.0287 / -0.0494 Ha
E_HOMO (spin up / spin down): -0.2145 / -0.3691 hartree

# 3
This record from the OMol25 dataset describes C2H3CaO2 as an isolated structure. The level of theory is wB97M-V/def2-TZVPD.

The geometry in XYZ format:
```
8
Properties=species:S:1:pos:R:3:forces:R:3:mulliken_spin:R:1
O -0.307339 -0.131524 0.800350 -7.559 1.992 -1.138 0.01
C -1.458031 0.540890 0.172958 1.121 -0.857 1.801 0.64
C 0.259955 -0.509136 -0.299114 5.958 -0.596 5.187 0.19
H -1.247136 1.421672 -0.429530 0.078 -0.315 0.047 0.03
H -2.406672 0.317232 0.648608 -0.014 -0.038 -0.250 0.03
H 0.148287 -1.521736 -0.707707 -0.944 0.658 -1.157 0.02
Ca 3.510999 0.078479 -0.294612 0.263 0.059 0.160 0.00
O 1.499941 -0.195875 0.109046 1.096 -0.904 -4.649 0.09
```
Positions in Å, forces in eV/Å.

molar mass: 99.12 g mol⁻¹
<S²>: 0.761
2S+1: 2
LUMO (spin up / spin down): -0.3584 / -0.3699 Ha
E_HOMO (spin up / spin down): -0.6493 / -0.7290 hartree
charge: +2

# 4
This record from the OMol25 dataset describes C20H36Cl2N2O4PTl as an isolated structure. The level of theory is wB97M-V/def2-TZVPD.

The geometry in XYZ format:
```
66
Properties=species:S:1:pos:R:3:forces:R:3:nbo_charge:R:1
O -1.024370 -0.171683 -1.472513 0.598 -0.264 1.292 -0.85
C -1.694278 0.759057 -2.245258 0.366 0.487 -0.547 0.04
C -1.035347 0.873766 -3.640760 -0.219 0.122 0.289 0.05
C 0.278840 0.464384 -3.876250 0.111 -0.022 0.037 -0.24
H 0.878503 0.035964 -3.059784 -0.451 0.196 -0.481 0.24
C 0.849302 0.633888 -5.146148 -0.280 0.013 0.045 -0.21
H 1.883338 0.310939 -5.316826 -0.445 0.177 0.020 0.21
C 0.099199 1.208711 -6.177125 0.089 0.148 -0.133 -0.23
H 0.544690 1.355983 -7.173115 -0.234 -0.112 0.545 0.21
C -1.216986 1.630052 -5.936696 0.076 -0.147 0.071 -0.22
H -1.812303 2.097049 -6.724556 0.257 -0.168 0.159 0.21
C -1.776288 1.447500 -4.675590 0.098 -0.030 0.091 -0.23
H -2.798328 1.764873 -4.440800 0.309 -0.029 -0.283 0.20
H -2.730470 0.407576 -2.396715 0.044 -0.083 -0.105 0.15
C -2.740354 2.129330 -0.334721 -0.001 -0.063 0.377 -0.66
C -1.805039 2.093489 -1.509007 0.622 0.363 -0.752 -0.02
H -3.071388 3.149870 -0.104753 -0.089 -0.337 -0.141 0.22
H -2.227205 1.770660 0.574917 -0.304 0.108 -0.301 0.24
H -3.605253 1.472206 -0.499932 0.092 0.222 -0.009 0.20
C -0.989529 3.105570 -1.847599 -0.126 -0.099 -0.005 -0.17
C -0.934886 4.447273 -1.186957 -0.012 0.169 0.043 -0.65
H -0.276851 2.977977 -2.673106 -0.432 -0.069 0.204 0.21
H -1.238861 5.234689 -1.892445 0.038 -0.155 0.093 0.21
H 0.093101 4.668710 -0.872998 -0.256 -0.014 -0.019 0.23
H -1.579130 4.488131 -0.303398 0.241 0.143 -0.192 0.21
Tl 0.334849 0.542034 0.077172 -0.571 -0.370 -0.852 1.54
Cl 2.581613 0.586993 -1.086400 -0.084 0.051 0.290 -0.61
Cl 0.248648 2.791847 1.252216 0.042 -0.402 -0.058 -0.59
C 2.288963 0.904782 2.353801 -1.004 -1.049 -0.439 0.55
O 1.389309 0.048645 2.127668 1.174 0.902 0.455 -0.69
N 2.929181 1.012875 3.511355 0.156 -0.089 0.212 -0.40
C 2.617700 0.182666 4.665456 0.035 -0.041 0.104 -0.42
C 4.034076 1.944225 3.634262 -0.014 0.247 -0.272 -0.40
H 2.594469 1.604161 1.562546 0.095 -0.173 0.322 0.20
H 1.775365 -0.474073 4.432642 0.187 0.190 -0.009 0.24
H 2.362135 0.818733 5.525927 0.034 -0.150 -0.259 0.21
H 3.498918 -0.420160 4.936288 -0.265 0.128 -0.090 0.20
H 4.180952 2.391957 2.649396 0.158 0.073 0.194 0.22
H 4.953723 1.431665 3.932769 -0.137 -0.015 -0.024 0.20
H 3.820919 2.743386 4.351578 -0.052 -0.167 -0.022 0.20
H -3.398802 -1.323430 3.916513 -0.030 0.135 -0.197 0.20
H -4.255955 -3.279911 2.327644 0.064 0.083 -0.081 0.20
C -3.640559 -0.709954 3.035089 -0.074 0.098 0.129 -0.42
C -4.239440 -2.552476 1.508139 0.194 0.036 -0.211 -0.40
N -3.354459 -1.442253 1.813326 0.175 -0.131 0.101 -0.40
H -3.046103 0.207895 3.063334 -0.187 -0.238 -0.048 0.25
C -2.222981 -1.210679 1.132913 0.943 1.223 0.541 0.56
O -1.421498 -0.304528 1.481502 -1.129 -1.288 -0.329 -0.67
H -3.885125 -3.043642 0.598140 -0.144 0.025 0.122 0.22
H -2.036286 -1.850483 0.260422 0.009 0.219 0.073 0.19
H -4.712448 -0.481113 3.060564 0.220 0.062 0.025 0.20
H -5.259859 -2.188877 1.354547 0.111 -0.041 -0.045 0.20
C 1.141286 -4.260752 1.379613 0.048 -0.304 -0.056 -1.01
P 1.698913 -2.942705 0.288869 -0.405 1.217 -0.051 1.97
C 3.177793 -2.279427 1.081980 0.117 0.017 0.193 -1.03
C 2.330159 -3.625791 -1.245645 -0.071 -0.333 -0.018 -1.02
O 0.589496 -1.946744 0.060835 0.440 -0.377 0.208 -1.11
H 0.791956 -3.820866 2.323881 0.193 -0.043 -0.272 0.26
H 1.979896 -4.943070 1.566101 -0.284 -0.009 0.077 0.24
H 0.303029 -4.800316 0.922455 0.233 0.065 0.061 0.25
H 3.942687 -3.064725 1.179653 -0.196 0.235 -0.050 0.23
H 3.557200 -1.443032 0.479342 -0.099 -0.233 0.098 0.28
H 2.908243 -1.896080 2.071985 0.060 -0.108 -0.175 0.25
H 1.522811 -4.128853 -1.789831 0.202 0.066 0.073 0.25
H 2.714718 -2.799909 -1.859292 -0.093 -0.172 0.227 0.28
H 3.134406 -4.333984 -1.006621 -0.144 0.104 -0.249 0.24
```
Positions in Å, forces in eV/Å.

molar mass: 674.78 g mol⁻¹
2S+1: 1
LUMO: 0.0061 Ha
E_HOMO: -0.2887 hartree

- Among the records above, which one has the highest molar mass?
  C35H43BBrF5N9ORhSi